Below is the molecule C3H2N4, with properties calculated with the ωB97M-V functional and the def2-TZVPD basis.

CARTESIAN COORDINATES (ANGSTROEM)
N1 3.070 0.435 0.413
C1 2.038 0.185 -0.041
C2 0.624 0.170 -0.228
C3 -0.352 -0.791 -0.351
N2 -1.455 -0.139 0.064
N3 -1.202 1.131 0.403
N4 0.048 1.329 0.218
H1 -0.397 -1.804 -0.726
H2 -2.373 -0.515 0.247

Values from the calculation:
Strongest force on any atom in eV/Å: 1.0
Orbital gap in eV: 10.8
Electronic energy in Ha: -334.48918
E_LUMO in eV: 0.4
SMILES: N#Cc1c[nH]nn1
Relative energy (zero: lowest compared OMol25 entry of this formula, charge and spin) in eV: 0.9775
Multiplicity: 1
Molecular weight in g mol⁻¹: 94.1
Highest occupied orbital energy in eV: -10.4